1.
The following is a quantum chemistry calculation of 2 unconnected molecules or ions with the total composition C7H11N2O2, from OMol25.

Values from the calculation:
largest force on an atom: 0.1003 Eh/bohr

```
! wB97M-V def2-TZVPD RIJCOSX def2/J DEFGRID3
* xyz -1 1
C -2.35 0.16 -1.61
C -2.07 -0.55 -0.32
C -1.09 -1.43 -0.06
C -1.85 -0.66 1.86
N -2.55 0.00 0.92
N -0.97 -1.60 1.31
H -2.24 -0.54 -2.53
H -1.55 0.89 -1.70
H -0.34 -2.07 -0.60
H -2.05 -0.42 2.88
H -0.25 -2.04 1.93
H -3.43 0.54 -1.61
C 2.73 0.69 0.23
C 2.05 1.51 -0.83
C 1.67 -0.20 0.81
O 0.49 0.40 1.01
O 2.03 -1.32 1.13
H 3.62 0.19 -0.12
H 2.97 1.40 0.99
H 1.74 0.86 -1.76
H 2.45 2.38 -1.40
H 0.99 1.80 -0.54
*
```

Charge distribution, Löwdin scheme, values in e:
1. C -0.0829
2. C -0.3897
3. C -0.1311
4. C -0.2132
5. N 0.0686
6. N 0.0190
7. H 0.0852
8. H 0.0565
9. H 0.1321
10. H 0.0898
11. H 0.1497
12. H 0.0806
13. C -0.2072
14. C -0.1696
15. C -0.6895
16. O -0.1618
17. O -0.0314
18. H 0.0910
19. H 0.0942
20. H 0.0865
21. H 0.0491
22. H 0.0742

***

2.
The following is a quantum chemistry calculation of a molecular structure, C5H14IN2S, from OMol25.

Values from the calculation:
largest force on an atom: 0.1120 Eh/bohr

```
! wB97M-V def2-TZVPD RIJCOSX def2/J DEFGRID3
* xyz 1 1
C -1.71 1.95 1.90
C 3.34 0.01 -0.17
C -1.71 -1.42 -2.13
C -1.37 1.54 0.50
C 1.14 -0.09 0.85
N 2.30 -0.63 0.53
N -0.72 -1.58 -1.06
S 0.47 1.26 0.10
I 0.21 -1.40 2.16
H -2.77 1.85 2.09
H -1.27 1.25 2.61
H -1.40 3.03 2.12
H 4.32 -0.31 0.08
H 3.25 0.04 -1.33
H 3.25 1.17 0.01
H -1.77 -2.27 -2.91
H -2.66 -1.37 -1.64
H -1.53 -0.44 -2.49
H -1.62 2.31 -0.18
H -1.82 0.54 0.07
H 2.58 -1.53 0.88
H -0.80 -2.58 -0.88
H 0.29 -1.35 -1.11
*
```

Charge distribution, Löwdin scheme, values in e:
1. C -0.1561
2. C -0.0899
3. C -0.1681
4. C -0.4253
5. C -1.0779
6. N -0.1774
7. N -0.1313
8. S 0.9772
9. I 1.0883
10. H 0.0876
11. H 0.0232
12. H 0.1182
13. H 0.0864
14. H 0.1339
15. H 0.1211
16. H 0.1114
17. H 0.0609
18. H 0.0518
19. H 0.0553
20. H 0.1008
21. H 0.1088
22. H 0.0580
23. H 0.0431

***

3.
The following is a quantum chemistry calculation of 4 unconnected molecules or ions with the total composition C30H58ClF5NO17S5, from OMol25.

Values from the calculation:
largest force on an atom: 0.1053 Eh/bohr

```
! wB97M-V def2-TZVPD RIJCOSX def2/J DEFGRID3
* xyz -1 1
C -3.84 -5.42 -0.81
C -4.89 -4.47 -0.05
C -4.42 -2.98 -0.28
C -3.01 -2.70 0.38
C -3.22 -2.61 1.95
C -1.88 -2.87 2.77
C -1.02 -1.57 2.67
N 0.27 -1.47 3.33
C 1.10 -0.50 2.62
C 0.46 0.88 2.19
C 0.07 1.85 3.36
C -0.22 3.28 2.74
O -0.63 4.15 3.45
O -0.03 3.53 1.37
C -1.28 3.72 0.69
C -1.68 2.49 -0.23
C 0.41 -1.69 4.73
C -0.37 -0.71 5.72
C -1.93 -0.88 5.68
C -2.54 -0.50 7.11
C -3.49 0.75 7.08
S -5.16 0.40 6.39
O -6.01 -0.30 7.34
O -5.72 1.70 6.02
Cl -5.08 -0.74 4.67
C 0.03 -3.16 5.26
O 0.20 -4.16 4.53
O -0.41 -3.35 6.45
S 2.16 -1.57 5.40
O 2.21 -2.04 6.79
O 2.62 -0.17 5.47
C 3.42 -2.55 4.48
F 3.54 -2.25 3.13
F 4.64 -2.19 5.01
C 3.37 -4.14 4.56
F 2.86 -4.65 5.68
F 4.70 -4.56 4.54
F 2.84 -4.67 3.42
H -3.45 -4.84 -1.69
H -4.30 -6.38 -1.14
H -3.01 -5.60 -0.09
H -5.94 -4.66 -0.39
H -4.82 -4.77 1.03
H -4.45 -2.68 -1.36
H -5.17 -2.33 0.26
H -2.67 -1.69 0.01
H -2.22 -3.42 0.07
H -4.04 -3.24 2.34
H -3.53 -1.54 2.15
H -2.18 -3.18 3.79
H -1.33 -3.69 2.24
H -1.68 -0.70 2.99
H -0.87 -1.42 1.57
H 2.09 -0.24 3.04
H 1.35 -0.99 1.62
H 1.27 1.40 1.61
H -0.37 0.77 1.44
H -0.93 1.52 3.75
H 0.79 1.89 4.20
H -2.11 3.88 1.41
H -1.18 4.60 -0.01
H -2.06 1.67 0.44
H -0.79 2.13 -0.81
H -2.55 2.74 -0.92
H -0.08 -0.95 6.78
H -0.05 0.36 5.60
H -2.30 -1.90 5.46
H -2.34 -0.10 4.98
H -1.75 -0.33 7.89
H -3.15 -1.37 7.48
H -3.03 1.66 6.63
H -3.70 1.02 8.16
O 2.83 -3.40 -1.44
S 3.52 -2.24 -0.96
O 2.82 -1.02 -0.68
O 4.75 -1.92 -1.95
C 4.47 -1.78 -3.35
C 3.85 -0.43 -3.67
C 4.48 -2.67 0.45
H 3.84 -2.60 -3.70
H 5.43 -1.87 -3.86
H 2.85 -0.35 -3.25
H 3.77 -0.30 -4.75
H 4.45 0.38 -3.25
H 5.05 -3.57 0.23
H 3.79 -2.86 1.28
H 5.14 -1.84 0.70
O 4.15 1.12 -6.86
S 4.63 1.02 -8.21
O 6.03 0.94 -8.51
O 3.99 2.21 -9.08
C 4.15 3.56 -8.60
C 5.54 4.09 -8.88
C 3.80 -0.31 -9.02
H 3.91 3.62 -7.54
H 3.41 4.16 -9.14
H 6.29 3.57 -8.29
H 5.60 5.15 -8.64
H 5.80 3.96 -9.94
H 2.73 -0.22 -8.84
H 4.17 -1.24 -8.60
H 4.01 -0.26 -10.08
O -2.95 3.92 -2.73
S -2.41 3.83 -4.05
O -1.00 3.73 -4.28
O -2.99 5.04 -4.93
C -2.84 6.37 -4.44
C -1.43 6.89 -4.64
C -3.21 2.52 -4.91
H -3.13 6.43 -3.38
H -3.54 7.00 -5.00
H -0.71 6.35 -4.02
H -1.37 7.95 -4.38
H -1.12 6.77 -5.68
H -4.29 2.62 -4.78
H -2.87 1.58 -4.49
H -2.94 2.57 -5.97
*
```

Atom charges from the Löwdin analysis, given in e for atoms 1 to 99:
1. C -0.1202
2. C -0.2484
3. C -0.2335
4. C -0.2063
5. C -0.2088
6. C -0.1502
7. C -0.1814
8. N -0.1039
9. C -0.1770
10. C -0.1632
11. C -0.0603
12. C -0.4297
13. O 0.1077
14. O -0.0610
15. C -0.2168
16. C -0.0822
17. C -0.3187
18. C -0.1402
19. C -0.2039
20. C -0.1980
21. C -0.2477
22. S 0.3715
23. O -0.3669
24. O -0.3871
25. Cl 0.4118
26. C -0.6717
27. O -0.0296
28. O -0.0526
29. S 0.8298
30. O -0.2697
31. O -0.3172
32. C -0.3643
33. F 0.0456
34. F 0.0796
35. C -0.4777
36. F 0.1842
37. F 0.0930
38. F 0.1365
39. H 0.0691
40. H 0.0610
41. H 0.0680
42. H 0.0950
43. H 0.0927
44. H 0.1027
45. H 0.1050
46. H 0.1042
47. H 0.1034
48. H 0.0979
49. H 0.0860
50. H 0.0995
51. H 0.1218
52. H 0.1123
53. H 0.1282
54. H 0.1060
55. H 0.1175
56. H 0.1266
57. H 0.0859
58. H 0.1155
59. H 0.1243
60. H 0.1245
61. H 0.1220
62. H 0.0655
63. H 0.0906
64. H 0.0571
65. H 0.1071
66. H 0.1049
67. H 0.0931
68. H 0.0693
69. H 0.1193
70. H 0.1214
71. H 0.1174
72. H 0.1155
73. O -0.2774
74. S 0.5894
75. O -0.2820
76. O -0.2664
77. C -0.2656
78. C -0.0701
79. C -0.1126
80. H 0.1132
81. H 0.1194
82. H 0.0726
83. H 0.0562
84. H 0.0887
85. H 0.0796
86. H 0.0512
87. H 0.0816
88. O -0.2754
89. S 0.5848
90. O -0.2752
91. O -0.2648
92. C -0.2610
93. C -0.0763
94. C -0.1217
95. H 0.1172
96. H 0.1210
97. H 0.0714
98. H 0.0804
99. H 0.0836

***

Number 1: frontier orbital gap 7.97 eV, HOMO energy -3.96 eV. Number 2: frontier orbital gap 8.11 eV, HOMO energy -12.45 eV. Number 3: frontier orbital gap 6.45 eV, HOMO energy -5.08 eV.